{"formula": "C5H8N2", "method": "wB97M-V/def2-TZVPD", "symbols": ["C", "N", "N", "C", "C", "C", "C", "H", "H", "H", "H", "H", "H", "H", "H"], "coordinates": [[1.71691, 0.44624, -0.10423], [1.70949, -0.90476, -0.06463], [0.52089, -1.64417, -0.20284], [-0.50922, -0.83599, 0.40214], [-1.81878, -0.32468, -0.05937], [-0.62376, 0.40015, -0.48609], [0.34889, 1.38892, 0.11710], [2.65725, 0.86434, -0.32863], [0.79518, -2.47211, 0.28815], [-0.26544, -0.51619, 1.42391], [-2.38277, -0.65671, -1.00693], [-2.46322, 0.18417, 0.72309], [-0.44551, 0.07560, -1.50523], [0.29176, 2.30469, -0.40555], [0.46834, 1.69051, 1.20908]], "atomic_forces_ev_per_a": [[-3.06, -3.03, 0.61], [0.82, 4.14, -1.81], [0.16, 0.83, 1.26], [0.38, -0.13, -0.32], [-3.30, 0.74, -0.52], [0.76, 0.05, 1.51], [2.23, -1.59, -0.03], [1.11, 0.50, 0.31], [-0.59, -0.84, 0.21], [-0.25, -0.41, -0.27], [0.76, -0.05, 2.03], [0.67, -1.16, -0.91], [0.71, 0.69, -0.05], [0.79, 1.10, -0.88], [-1.19, -0.85, -1.14]], "total_charge": 0, "de_lowest_ev": 4.624, "e_lumo_ev": 1.09}